This record from the Open Molecules 2025 dataset describes the ion C2H6N2P with charge +1 in a non-equilibrium geometry. The level of theory is ωB97M-V/def2-TZVPD.

Properties
Frontier orbital gap (alpha / beta), Ha: 0.2663 / 0.2602
Energy above the lowest of the compared OMol25 structures with the same formula, charge and spin, kcal per mole: 85.3
Lowest unoccupied orbital energy (alpha / beta), eV: -5.49 / -5.48
E_tot, Ha: -530.2748

ORCA input file:
```
! wB97M-V def2-TZVPD RIJCOSX def2/J DEFGRID3
* xyz 1 1
C -0.34739 0.13315 0.31949
C 0.48242 -2.16411 -0.60298
N 0.09385 1.44011 0.15045
N -0.23413 -1.19462 -0.04844
P 0.86661 2.75209 -0.64821
H -1.13528 0.16760 1.05853
H 0.07337 -3.15279 -0.58162
H 1.41503 -1.96431 -1.10382
H -0.41103 1.90825 0.89881
H -1.07394 -1.61789 0.34641
H 0.27050 3.69252 0.21137
*
```

=====

This record from the Open Molecules 2025 dataset describes a cluster of 2 separate species, C2H6O2P in total in a non-equilibrium geometry. The level of theory is ωB97M-V/def2-TZVPD.

Properties
Frontier orbital gap, Ha: 0.2881
Energy above the lowest of the compared OMol25 structures with the same formula, charge and spin, kcal per mole: 37.8
Lowest unoccupied orbital energy, eV: 4.39
E_tot, Ha: -571.6715

ORCA input file:
```
! wB97M-V def2-TZVPD RIJCOSX def2/J DEFGRID3
* xyz -1 1
C -0.30233 0.27246 -1.44781
C 0.76177 -0.16144 -0.50502
O 0.79085 -0.69648 2.67326
O -1.58235 -0.81183 1.73268
P -0.24812 -0.22576 1.75925
H 0.13508 0.14280 -2.61647
H -1.13192 -0.33574 -1.30303
H -0.54283 1.31816 -1.35386
H 1.58627 0.50018 -0.41603
H 1.06578 -1.27675 -0.58831
H -0.53220 1.27439 2.06534
*
```

=====

This record from the Open Molecules 2025 dataset describes a cluster of 2 separate species, C5H10F6INO2P in total in a non-equilibrium geometry. The level of theory is ωB97M-V/def2-TZVPD.

Properties
Frontier orbital gap, Ha: 0.3410
Lowest unoccupied orbital energy, eV: 2.52
E_tot, Ha: -1640.2369

ORCA input file:
```
! wB97M-V def2-TZVPD RIJCOSX def2/J DEFGRID3
* xyz -1 1
N 3.40576 -1.68140 -0.18984
C 3.29053 -0.83851 1.00623
C 2.72525 0.55555 0.68676
O 1.35188 0.74897 0.95863
C 0.45030 0.04025 0.11601
C -0.06344 -1.27972 0.75913
C -1.47641 -1.16129 1.30296
O -1.81126 -0.60647 2.26605
I -2.93067 -2.23824 0.11210
H 2.60752 -1.56254 -0.80365
H 3.47650 -2.66537 0.04190
H 4.29845 -0.71018 1.43084
H 2.67157 -1.28968 1.80018
H 2.93955 0.79515 -0.37154
H 3.24612 1.30421 1.29827
H 0.94022 -0.18604 -0.84764
H -0.38067 0.71551 -0.09478
H -0.02314 -2.11078 0.05274
H 0.56088 -1.50105 1.64029
F -4.52022 2.29554 -0.26064
P -3.62205 1.96322 -1.59815
F -2.27642 2.91633 -1.70912
F -4.44658 3.25260 -2.21427
F -3.30725 1.56775 -3.17437
F -4.48417 0.55506 -1.67027
F -2.62224 1.12115 -0.53785
*
```

=====

This record from the Open Molecules 2025 dataset describes a cluster of 2 separate species, C5H12O in total. The level of theory is ωB97M-V/def2-TZVPD.

Properties
Frontier orbital gap, Ha: 0.3933
Energy above the lowest of the compared OMol25 structures with the same formula, charge and spin, kcal per mole: 33.6
Lowest unoccupied orbital energy, eV: 1.03
E_tot, Ha: -272.8951
SMILES: C=CCC.CO

ORCA input file:
```
! wB97M-V def2-TZVPD RIJCOSX def2/J DEFGRID3
* xyz 0 1
C 0.77881 0.37499 -1.52289
C 1.31048 0.07552 -0.33816
C 1.08745 -1.22021 0.39548
C 0.93064 -1.08640 1.91282
H 0.98971 1.31048 -2.03314
H 0.06883 -0.29156 -2.01185
H 1.99690 0.78869 0.12481
H 0.21705 -1.73868 -0.02836
H 1.95633 -1.85876 0.18817
H 1.74831 -0.49547 2.34277
H 0.95025 -2.07487 2.38527
H -0.01442 -0.60449 2.19037
C -2.33336 1.03911 -0.68534
O -1.28203 1.95624 -0.49002
H -3.16992 1.29600 -0.02533
H -2.03601 -0.00152 -0.48183
H -2.68488 1.08214 -1.72362
H -0.51414 1.44880 -0.19916
*
```

=====

This record from the Open Molecules 2025 dataset describes a structure of composition C28H25N10OP2SSc. The level of theory is ωB97M-V/def2-TZVPD.

Properties
Frontier orbital gap, Ha: 0.2705
Energy above the lowest of the compared OMol25 structures with the same formula, charge and spin, kcal per mole: 0.0
Lowest unoccupied orbital energy, eV: -0.88
E_tot, Ha: -3546.4757

ORCA input file:
```
! wB97M-V def2-TZVPD RIJCOSX def2/J DEFGRID3
* xyz 0 1
Sc 0.14749 -1.77776 -0.69290
N 2.63613 -4.35661 0.06024
C 2.01427 -4.41756 -1.16975
N 2.25198 -5.36305 -2.05261
N 1.41735 -5.07354 -3.07287
N 0.73598 -4.02668 -2.82191
N 1.09249 -3.54239 -1.59401
C 2.02754 -3.72497 1.11636
N 2.30529 -3.96574 2.38206
N 1.50126 -3.12613 3.06387
N 0.79062 -2.42811 2.26591
N 1.09366 -2.77313 0.98310
H 3.20271 -5.15574 0.29500
C 0.49419 2.00095 0.83204
C -0.68822 2.20804 -0.10676
P -0.83792 0.86695 -1.35563
C 0.40605 1.27942 -2.63209
C 0.08431 1.41467 -3.98049
C 1.07898 1.59186 -4.92834
C 2.41360 1.61500 -4.55111
C 2.75080 1.44235 -3.21779
C 1.75424 1.26976 -2.26975
C -2.46428 1.24829 -2.06878
C -3.51709 0.36942 -1.82417
C -4.79895 0.67002 -2.26532
C -5.03672 1.85352 -2.94520
C -3.99692 2.74595 -3.17312
C -2.71818 2.44918 -2.73342
P 0.56772 0.23978 1.39578
C 1.94588 0.35312 2.58088
C 3.16203 0.86952 2.13412
C 4.24861 0.95286 2.99031
C 4.12760 0.51560 4.30146
C 2.92646 -0.01569 4.74591
C 1.84117 -0.10546 3.88942
C -0.95852 0.20697 2.39299
C -1.94955 -0.72555 2.11347
C -3.15127 -0.71304 2.80542
C -3.36299 0.23031 3.80025
C -2.37319 1.15636 4.10097
C -1.17964 1.14744 3.39795
H 0.41412 2.65809 1.69905
H 1.43346 2.25325 0.34139
H -0.66113 3.18634 -0.59071
H -1.61994 2.14826 0.46479
H -0.94659 1.35643 -4.29930
H 0.80907 1.69574 -5.97108
H 3.18762 1.74526 -5.29547
H 3.79007 1.42853 -2.91669
H 2.04213 1.10151 -1.23845
H -3.33760 -0.54892 -1.27874
H -5.60901 -0.02145 -2.07471
H -6.03448 2.08818 -3.29247
H -4.18473 3.67786 -3.69032
H -1.91432 3.15389 -2.90777
H 3.27605 1.20463 1.10894
H 5.18912 1.35106 2.63293
H 4.97459 0.57640 4.97236
H 2.83718 -0.38364 5.75935
H 0.92135 -0.56207 4.22515
H -1.80000 -1.49736 1.36560
H -3.91084 -1.44865 2.57688
H -4.29471 0.23780 4.35068
H -2.52999 1.88329 4.88733
H -0.40611 1.86436 3.64848
O -0.30357 -1.52657 -2.83196
S -1.52776 -2.40567 -2.64310
N -1.77897 -2.62278 -1.19368
*
```

=====

This record from the Open Molecules 2025 dataset describes a structure of composition C30H30BrN9O4PdS in a non-equilibrium geometry. The level of theory is ωB97M-V/def2-TZVPD.

Properties
Frontier orbital gap (alpha / beta), Ha: 0.2292 / 0.2231
Energy above the lowest of the compared OMol25 structures with the same formula, charge and spin, kcal per mole: 10.2
Lowest unoccupied orbital energy (alpha / beta), eV: -0.83 / -0.80
E_tot, Ha: -5055.0462

ORCA input file:
```
! wB97M-V def2-TZVPD RIJCOSX def2/J DEFGRID3
* xyz 0 1
Pd 0.44574 -0.12920 -0.57202
Br -10.03367 -0.50951 -0.60108
C -8.63748 -0.97962 -1.79122
C -7.39341 -1.32891 -1.28087
C -6.36722 -1.66107 -2.13978
C -6.57094 -1.64591 -3.52818
C -7.84590 -1.32899 -4.01502
C -8.87328 -0.98599 -3.15659
N -5.63438 -2.00549 -4.49717
N -4.40497 -2.19669 -4.21830
C -3.63612 -1.33800 -3.48784
C -3.97847 -0.02757 -3.12427
C -3.14284 0.78440 -2.38095
C -1.89686 0.32623 -1.93629
O -1.06767 1.03677 -1.23804
C -1.51253 -0.99387 -2.33640
N -0.27931 -1.39865 -1.91896
C 0.19467 -2.56679 -2.28665
C -0.55275 -3.42964 -3.10495
C -1.80962 -3.06395 -3.51138
C -2.32817 -1.80931 -3.12959
H -7.23363 -1.34062 -0.21156
H -5.40853 -1.95433 -1.73308
H -8.00344 -1.35656 -5.08470
H -9.85223 -0.73561 -3.54061
H -4.93081 0.36109 -3.45849
H -3.43514 1.79569 -2.13145
H 1.18357 -2.82227 -1.92962
H -0.12338 -4.37768 -3.39433
H -2.41607 -3.71219 -4.12812
N 6.52769 1.82545 3.63884
C 5.82414 1.11105 2.67897
C 5.18144 1.77440 1.63122
C 4.43274 1.06519 0.71140
C 4.30874 -0.31382 0.81986
C 4.97429 -0.98648 1.83492
C 5.71557 -0.27958 2.76232
S 3.37086 -1.17094 -0.41398
O 3.19480 -0.23010 -1.49987
O 4.01361 -2.42442 -0.68852
N 1.85009 -1.41184 0.13318
C 1.56262 -2.02627 1.31844
N 2.53305 -2.63204 2.01453
C 2.17119 -3.23228 3.13900
C 0.86480 -3.25590 3.59900
C -0.06315 -2.59602 2.80700
N 0.25933 -1.98015 1.68068
H 6.86531 2.72865 3.34912
H 7.21413 1.30169 4.15645
H 5.28354 2.84911 1.53363
H 3.95698 1.57585 -0.11548
H 4.91341 -2.06393 1.88161
H 6.23189 -0.80777 3.55479
H 2.96780 -3.71610 3.69606
H 0.58522 -3.75900 4.51186
H -1.11069 -2.55638 3.08949
C 2.60849 3.59764 2.89515
N 1.61122 2.61472 2.50467
C 1.34779 1.59845 3.51242
C 1.38789 2.27881 1.20245
O 1.09408 1.09529 0.95319
N 1.51699 3.24479 0.25440
C 1.02237 4.59451 0.48638
C 1.53594 2.86236 -1.15242
H 3.42566 3.09250 3.41748
H 2.17905 4.34876 3.56207
H 3.02155 4.09240 2.02149
H 1.09910 2.09513 4.45057
H 2.22610 0.96248 3.66645
H 0.51767 0.97185 3.20133
H 0.78838 4.74995 1.53359
H 0.10884 4.74828 -0.09490
H 1.76074 5.33442 0.17065
H 2.08940 1.93292 -1.28929
H 2.04789 3.65173 -1.70363
H 0.52628 2.73888 -1.54906
*
```